Computed, not measured: C25H34BrF5NO7PPtS as an isolated structure, with ωB97M-V/def2-TZVPD.

Properties
* HOMO energy: -14.62 eV
* total energy: -149274.268 eV
* largest force on an atom: 2.541 eV Å⁻¹
* net charge: +2
* LUMO: -11.352 eV

```
76
C25H34BrF5NO7PPtS (ωB97M-V/def2-TZVPD)
C 4.7799 2.6976 -0.9486
C 5.0937 1.6159 0.0848
C 3.9961 0.5170 0.2615
C 2.6438 0.9515 -0.2672
C 1.4001 -0.0183 0.1448
N 1.9629 -1.2891 0.2396
C 1.9010 -2.0678 1.2466
C 0.9946 -3.3049 1.1959
C 2.6803 -1.9579 2.5089
C 0.3871 0.2361 -1.0660
C 0.7917 -0.6053 -2.2626
C 0.6387 -2.1197 -2.2624
C 0.8816 -2.6700 -3.6905
O 2.2607 -2.6820 -3.9649
C -1.1381 0.3884 -0.6554
C -1.6444 -0.8976 0.0506
C -3.0130 -1.5246 -0.2827
O -2.8247 -2.8725 -0.8385
C -3.4195 -3.8644 -0.0241
O -4.2016 -4.5745 -0.5100
P -1.9397 0.7321 -2.4164
O -3.4465 1.1892 -2.0602
Br -2.3425 -1.1697 -3.4656
C -1.2512 1.6508 0.3005
C -2.4049 1.5304 1.3221
C -3.6983 1.1705 0.9449
C -4.7431 1.0668 1.8550
C -4.5339 1.3280 3.2043
C -3.2463 1.6628 3.6037
C -2.2060 1.7592 2.6834
C -1.4111 3.0344 -0.3995
F -0.6934 3.1171 -1.5476
F -2.6871 3.3439 -0.6220
C -0.8323 4.2611 0.4401
F 0.4871 4.3403 0.3400
F -1.2621 4.3166 1.6839
F -1.3146 5.3429 -0.1913
O -0.0622 1.8721 1.1155
S 0.7922 0.6892 1.6793
O 0.1399 -0.2868 2.5032
O 1.8958 1.2966 2.3442
H 4.5280 2.2933 -1.9267
H 5.6241 3.3735 -1.0376
H 3.9509 3.3250 -0.6194
H 5.3219 2.0613 1.0476
H 5.9952 1.1101 -0.2532
H 4.3716 -0.3722 -0.2417
H 3.9529 0.3277 1.3307
H 2.3964 1.9757 -0.0077
H 2.7202 0.9618 -1.3515
H -0.0278 -3.0490 1.6168
H 1.4732 -4.0704 1.7981
H 1.0176 -3.7005 0.1179
H 2.2727 -2.6164 3.2651
H 2.7790 -0.9266 2.8375
H 3.6891 -2.3228 2.2768
H 0.6212 1.2559 -1.3700
H 1.8709 -0.4675 -2.3667
H 0.4244 -0.2266 -3.2174
H -0.3467 -2.4884 -1.9775
H 1.4051 -2.6320 -1.6680
H 0.3355 -2.0798 -4.4249
H 0.4557 -3.6738 -3.7379
H 2.4245 -2.1674 -4.7601
H -1.6448 -0.7942 1.1339
H -0.8958 -1.6990 -0.1136
H -3.5839 -1.6664 0.6326
H -3.6555 -0.9582 -0.9456
H -3.1065 -4.0044 1.0293
H -3.6121 2.0063 -2.5594
H -3.9451 0.9382 -0.0786
H -5.7302 0.7823 1.5223
H -5.3273 1.2804 3.9328
H -3.0612 1.8744 4.6456
H -1.2521 2.0565 3.0843
Pt -0.8522 -3.9120 0.1090
```